78
Properties=species:S:1:pos:R:3:forces:R:3 method="wB97M-V/def2-TZVPD" e_above_lowest_kj_mol=34.7 spin_multiplicity=2 lumo_energy_ev="-5.696 / -5.695" max_force_ev_per_a=1.22 homo_lumo_gap_ev="7.0 / 8.1" total_charge=+2 homo_ev="-12.69 / -13.84"
Ru -0.405570 -0.257986 0.594408 0.29 -1.16 -0.22
C -4.019402 0.544109 1.475622 0.02 0.02 0.03
C -3.453512 -0.462412 2.477266 -0.05 -0.07 -0.04
C -3.516067 0.057745 3.908160 0.07 0.01 -0.01
C -2.077535 -0.959405 2.072322 -0.62 -0.14 -0.36
C -0.902844 -0.643522 2.738217 0.55 0.34 0.55
C 0.347462 -1.269416 2.456345 -0.38 0.05 -0.09
C 0.403865 -2.249493 1.461384 -0.19 -0.13 -0.02
C 1.657627 -3.037005 1.234930 -0.02 0.08 -0.02
C -0.801619 -2.547715 0.734987 1.08 -0.30 -0.15
C -1.985105 -1.921251 1.030183 -0.65 0.52 0.02
H -5.014885 0.857800 1.787084 -0.01 -0.01 -0.01
H -4.101686 0.124783 0.470702 0.03 0.01 -0.01
H -3.381157 1.428259 1.432390 0.00 0.04 0.00
H -4.077338 -1.362399 2.436194 -0.04 0.03 -0.01
H -2.963583 0.989479 4.028629 0.03 0.06 0.00
H -3.122758 -0.671044 4.618039 0.00 0.00 0.01
H -4.552643 0.254506 4.177112 0.00 0.00 -0.01
H -0.954268 0.095022 3.524322 0.11 0.02 0.05
H 1.229339 -1.015926 3.027789 0.00 0.02 0.01
H 1.875814 -3.604542 2.140559 0.00 -0.04 -0.01
H 2.502190 -2.379659 1.036351 0.01 0.00 0.04
H 1.547439 -3.737733 0.409459 0.00 0.02 0.00
H -0.782527 -3.300426 -0.045042 0.12 0.00 0.02
H -2.875046 -2.172213 0.462905 -0.01 0.05 0.02
N -1.187052 2.707199 0.402964 -0.06 -0.26 -0.13
P 0.103040 1.906067 1.177879 0.01 0.54 0.23
C 1.564307 2.903654 0.793081 0.03 -0.08 -0.17
C 1.562554 4.232734 1.234240 -0.02 0.03 -0.02
C 2.609510 5.075396 0.913420 0.03 -0.01 -0.01
C 3.681206 4.599742 0.164179 -0.02 0.01 0.02
C 3.695558 3.283361 -0.262530 0.01 0.00 0.00
C 2.637931 2.437192 0.045311 0.06 -0.06 0.00
C -0.104451 2.373564 2.919963 -0.01 -0.03 -0.09
C 0.962842 2.128537 3.786755 0.02 -0.07 -0.04
C 0.881387 2.502886 5.115963 0.01 0.02 0.02
C -0.252680 3.156949 5.586312 0.00 0.00 -0.03
C -1.303308 3.426017 4.724010 -0.02 -0.03 0.01
C -1.235871 3.026676 3.393466 -0.09 -0.07 0.02
C -1.767952 2.138391 -0.710877 0.16 -0.26 0.03
C -2.529257 2.908366 -1.584396 0.00 0.00 0.00
C -3.087479 2.303034 -2.687480 0.04 0.00 0.07
C -2.883890 0.948289 -2.905974 0.00 -0.06 -0.03
C -2.125571 0.252407 -1.991547 -0.17 0.00 0.11
N -1.565887 0.809092 -0.896964 0.10 0.56 0.34
H -1.310402 3.706158 0.497200 0.11 0.01 -0.04
H 0.750405 4.613987 1.842666 0.00 -0.01 0.01
H 2.597506 6.100952 1.256179 0.00 0.01 0.00
H 4.504620 5.257611 -0.078271 0.00 0.01 0.00
H 4.529283 2.907096 -0.839725 0.01 0.01 0.00
H 2.673346 1.413514 -0.294242 0.01 0.11 0.04
H 1.873171 1.669610 3.414912 0.00 -0.01 0.00
H 1.710702 2.309100 5.782650 0.00 0.00 0.00
H -0.306615 3.466834 6.621002 -0.01 0.00 0.00
H -2.180788 3.947098 5.082882 0.00 0.00 0.00
H -2.073357 3.227296 2.737266 0.00 0.00 -0.02
H -2.654777 3.963727 -1.389428 -0.02 0.01 -0.02
H -3.680292 2.879145 -3.384279 0.00 0.01 0.00
H -3.305353 0.437806 -3.756765 -0.01 0.02 0.01
H -1.311270 -1.465460 -1.342959 -0.04 0.01 -0.02
S -3.023081 -2.061393 -4.416208 0.07 0.05 0.14
C -2.230619 -1.969010 -3.058970 0.01 -0.26 -0.15
N -1.902305 -1.124029 -2.092370 0.11 0.04 -0.14
S 1.548731 -0.513823 -0.994558 -0.64 0.21 -0.02
C 1.829020 -2.037532 -1.803488 0.21 0.21 0.20
N 3.108712 -2.398991 -1.833608 -0.07 0.01 -0.11
C 3.632469 -3.547501 -2.579778 0.02 -0.05 -0.01
C 2.547976 -4.606167 -2.675317 0.00 0.05 0.01
C 1.286707 -3.968838 -3.223919 0.03 -0.07 -0.05
N 0.932595 -2.797355 -2.410007 -0.40 -0.07 -0.09
H 3.755349 -1.764805 -1.390355 -0.02 -0.04 0.05
H 4.502591 -3.920760 -2.043150 0.00 0.01 -0.01
H 3.958535 -3.225661 -3.571026 -0.02 0.00 0.01
H 2.356064 -5.033223 -1.688814 0.00 -0.01 0.00
H 2.870648 -5.415351 -3.327178 0.00 0.01 -0.01
H 0.440492 -4.653065 -3.203418 0.02 0.00 0.02
H 1.435540 -3.649972 -4.258233 -0.02 -0.01 0.01
H -0.011932 -2.454206 -2.539084 0.22 0.09 0.07